[1]
24
Properties=species:S:1:pos:R:3 method="wB97M-V/def2-TZVPD" de_lowest_kcal_mol=35.1 orbital_gap_ev="5.1 / 3.6" spin_multiplicity=6 homo_ev="-17.62 / -20.96" total_charge=+3
O 0.31027 -2.88780 0.11082
C 0.73032 -1.81486 0.33476
Ru 0.93019 -0.01909 0.56366
O -3.59028 -0.05226 -2.78723
C -2.61316 -0.17624 -2.13266
C 1.83159 0.03634 -1.15378
O 2.06358 0.04564 -2.37314
C 0.42087 1.73685 0.41550
O -0.11492 2.77088 0.27266
N -2.00654 -1.21324 3.68982
C -1.62044 -1.30247 2.41073
N -0.55463 -0.54181 2.19751
C -0.31273 0.23594 3.33142
C 0.64340 1.18252 3.48527
C 0.81575 1.67264 4.74836
C 0.00888 1.16001 5.81887
C -1.01233 0.20215 5.64910
C -1.19212 -0.29312 4.35538
H -2.79683 -1.76328 4.18702
H -2.13464 -2.05044 1.59802
H 1.22821 1.54485 2.55100
H 1.56362 2.47099 4.93857
H 0.20212 1.52665 6.81340
H -1.68284 -0.19324 6.40174



[2]
24
Properties=species:S:1:pos:R:3 method="wB97M-V/def2-TZVPD" de_lowest_kcal_mol=107.3 orbital_gap_ev=9.8 spin_multiplicity=1 homo_ev=-9.76 total_charge=0
C -2.45540 2.19692 -0.42253
N -2.31534 0.81647 -0.85588
C -1.46261 0.02446 0.01373
C -2.13610 -0.27073 1.35528
C -1.14930 -1.25666 -0.68119
N -0.89039 -2.22753 -1.21150
H -3.07930 2.25209 0.48295
H -2.96944 2.78046 -1.19773
H -1.49734 2.69277 -0.20021
H -1.93305 0.80304 -1.79510
H -0.48983 0.51124 0.19906
H -3.10301 -0.74522 1.18075
H -2.30683 0.65866 1.91544
H -1.52730 -0.92542 1.98012
C 1.51524 0.63045 1.62467
C 1.90215 0.02968 0.29113
C 2.95231 0.67632 -0.46370
N 3.79994 1.23328 -1.02734
N 1.40640 -1.00267 -0.25868
O 0.42414 -1.64377 0.43254
H 0.46843 0.92833 1.62616
H 1.67200 -0.09695 2.43476
H 2.11991 1.51991 1.83588
H 0.25070 -1.14826 1.24713



[3]
7
Properties=species:S:1:pos:R:3 method="wB97M-V/def2-TZVPD" de_lowest_kcal_mol=84.1 orbital_gap_ev=8.2 spin_multiplicity=1 homo_ev=-4.23 total_charge=-1
N 0.79248 0.62506 -1.32192
N 0.53244 -0.30820 -2.12714
O -1.05877 -1.03228 1.27376
O 0.26276 0.79020 -0.15716
O 0.41181 0.47453 2.57255
S -0.57551 0.33953 1.53348
H -0.36520 -0.88883 -1.77357



[4]
53
Properties=species:S:1:pos:R:3 method="wB97M-V/def2-TZVPD" de_lowest_kcal_mol=139.7 orbital_gap_ev=9.1 spin_multiplicity=1 homo_ev=-7.23 total_charge=-1
C 0.06004 0.20121 0.14276
O -0.56028 0.38522 -0.85406
O 0.50982 -0.96970 0.58079
O 0.33540 1.16130 0.88553
H 0.59565 -1.61387 -0.12178
O -1.47890 2.60947 -0.80600
H -1.13682 1.66475 -0.70579
H -2.35131 2.40703 -1.02326
O 1.55647 3.09204 -0.75971
H 0.95243 3.00774 -1.51300
H 0.84554 3.20000 0.06543
O -0.70245 2.58255 -3.11414
H -1.45990 2.97950 -3.42386
H -1.01080 1.70060 -2.90755
O 1.38498 3.18703 2.31578
H 1.86026 3.10815 3.16081
H 1.00899 2.26896 2.02631
O 3.30522 1.38319 -0.11342
H 2.74285 2.09386 -0.27548
H 2.80296 0.65559 -0.57187
O -1.73174 -2.38806 -2.63416
H -2.54722 -2.59610 -2.80973
H -1.71368 -1.45092 -2.88117
O -0.62399 4.45059 1.06281
H 0.01622 3.93016 1.80422
H -0.78043 3.78000 0.48156
O 1.88557 0.21604 2.94141
H 2.75186 0.35621 2.79965
H 1.42458 0.58314 2.07340
O -1.63029 0.13621 -2.85411
H -1.14644 0.11398 -2.07521
H -2.52312 0.17725 -2.56980
O 1.27748 -2.41910 3.47007
H 0.61954 -2.49423 4.23851
H 1.69670 -1.53072 3.17137
O 1.81141 -0.23009 -1.57643
H 1.77970 0.27321 -2.35205
H 1.12591 -0.21822 -0.90540
O 0.27364 -4.42610 1.46645
H 0.84896 -3.96944 2.15533
H 0.02010 -3.96834 0.78842
O -3.49928 -0.39150 0.67577
H -2.64551 -0.53157 0.37984
H -3.87992 0.48329 0.65860
O -1.48553 -2.24362 3.34165
H -2.42269 -2.08174 3.08787
H -0.92831 -2.10138 2.63000
O 2.40276 -2.82389 -2.58516
H 3.38638 -2.73472 -2.45257
H 1.94626 -2.09498 -2.28516
O -1.43425 -3.23464 -0.44599
H -1.21654 -2.68992 -1.20014
H -2.31827 -2.98546 -0.58732



[5]
13
Properties=species:S:1:pos:R:3 method="wB97M-V/def2-TZVPD" de_lowest_kcal_mol=53.5 orbital_gap_ev=9.6 spin_multiplicity=1 homo_ev=-8.68 total_charge=0
O -1.91667 -0.40899 -1.23248
C -1.85383 -0.16615 -0.08131
C -0.61845 -0.38470 0.81656
N 0.56957 -0.66862 0.04925
C 1.41823 0.39010 -0.37521
O 1.85984 1.13701 0.76891
H -2.76270 0.15147 0.48004
H -0.86232 -1.11972 1.57518
H -0.49195 0.63980 1.16449
H 0.61372 -1.60972 -0.28768
H 2.27449 -0.14308 -0.78196
H 0.92757 1.07242 -1.07146
H 2.80125 1.25629 0.65339



[6]
25
Properties=species:S:1:pos:R:3 method="wB97M-V/def2-TZVPD" de_lowest_kcal_mol=110.4 orbital_gap_ev="5.1 / 5.1" spin_multiplicity=1 homo_ev="-11.17 / -11.17" total_charge=+1
C 2.99227 -0.72704 -0.18915
C 2.28920 1.59243 0.30904
C 3.35389 0.65159 0.01105
C 1.70695 -1.19129 -0.02542
C 0.86168 -0.14590 0.34955
C 4.66233 0.90721 -0.09177
C -1.87760 -1.48070 0.22069
C -1.63619 0.77422 0.94427
C -2.62890 -0.96850 -1.09274
C -2.34382 1.09245 -0.35305
N 1.09253 1.11310 0.58272
N -1.04198 -0.47247 0.78622
O 5.73433 1.25985 0.03195
O -3.29252 0.17683 -0.65930
Cl 1.15364 -2.76498 -0.21813
H 3.75079 -1.37257 -0.71862
H 2.55461 2.55260 0.73221
H -2.75078 -1.67616 0.96506
H -1.24999 -2.40770 0.10931
H -1.02291 1.58859 1.18576
H -2.32340 0.72508 1.68620
H -2.19651 -0.67949 -1.97467
H -3.46427 -1.62489 -1.15289
H -2.78732 2.05950 -0.34270
H -1.53601 1.01825 -1.09558



[7]
58
Properties=species:S:1:pos:R:3 method="wB97M-V/def2-TZVPD" de_lowest_kcal_mol=7.3 orbital_gap_ev=9.6 spin_multiplicity=1 homo_ev=-7.10 total_charge=-1
C -2.02805 -0.02363 -0.16770
N -1.84083 -1.48556 -0.03245
C -0.77841 -2.10351 -0.81057
O -1.02147 -2.00879 -2.22171
C -0.72825 0.75884 -0.29313
N 0.03724 0.72591 0.94618
C 1.32279 1.41747 0.84755
O 1.19383 2.81277 1.05652
H -2.51029 0.30907 0.75633
H -2.63948 0.19690 -1.04759
H -2.71072 -1.94688 -0.26810
H -0.76805 -3.16020 -0.53379
H 0.15761 -1.59479 -0.60055
H -0.94117 1.80592 -0.51443
H -0.17367 0.36299 -1.14120
H 0.19902 -0.21509 1.28927
H 1.79160 1.27705 -0.13033
H 1.97015 1.05686 1.64227
H 1.12651 3.25934 0.18184
H 1.04731 3.07498 -2.13038
H 0.11332 4.25132 -1.73856
O 0.93689 3.82553 -1.47948
H -0.97074 3.38925 2.30556
H 0.08626 3.81620 1.31565
O -0.73538 4.15228 1.73041
H 2.03349 0.22620 3.81727
H 2.26244 1.74957 3.53888
O 1.98143 1.13414 4.24613
H -2.70437 -2.39691 -2.51477
H -3.61909 -3.65685 -2.71355
O -3.63275 -2.72906 -2.44426
H -1.18319 -0.45268 -3.08222
H -2.22480 0.58138 -3.66558
O -1.29407 0.41857 -3.55457
H 1.59861 0.91171 -2.71684
H 0.23433 1.33278 -3.35360
O 1.12196 1.68937 -3.12285
H -0.08719 -2.17772 -2.78795
H 1.61980 -3.08591 -2.95843
O 1.18159 -2.29634 -3.28280
H 2.48517 -1.23974 -0.62211
H 3.45792 -2.18154 0.23419
O 2.62593 -1.68013 0.29815
H 1.69387 -1.43704 -2.69626
H 3.22237 -0.48176 -2.43076
O 2.35149 -0.58773 -2.02224
H -2.72214 -0.71802 2.34724
H -1.95233 0.26093 3.21512
O -2.43242 -0.60724 3.24800
H -0.65465 -2.25708 1.67875
H -1.08436 -1.85586 3.10982
O -0.41477 -2.39550 2.61990
H 1.21803 -1.82275 2.90306
H 2.40665 -1.47644 2.04582
O 2.10076 -1.38455 2.97206
H -0.23113 1.61084 3.62513
H -0.52742 1.40614 2.12630
O -0.96719 1.64500 2.98136



[8]
16
Properties=species:S:1:pos:R:3 method="wB97M-V/def2-TZVPD" de_lowest_kcal_mol=13.1 orbital_gap_ev=11.1 spin_multiplicity=1 homo_ev=-10.04 total_charge=0
C -2.03580 -0.03653 -0.28880
C -0.67024 -0.66940 -0.17003
C 0.35879 0.24364 0.48099
N 0.53093 1.62546 -0.02458
C 1.72511 -0.52273 0.43938
F 2.31818 -0.21645 -0.81004
H -2.36183 0.20819 0.73516
H -2.10073 0.80804 -0.94220
H -2.68861 -0.73119 -0.75331
H -0.33497 -1.00461 -1.17668
H -0.76474 -1.52697 0.45322
H 0.08047 0.44807 1.49293
H 0.38414 1.53321 -1.00513
H 1.53543 1.62299 -0.13765
H 1.60866 -1.58821 0.46169
H 2.41522 -0.19348 1.24504